w | ORCA calculation (wB97M-V/def2-TZVPD) on a 2-piece molecular cluster, C4H13NS overall.

Its total charge is 0. The HOMO-LUMO gap is 0.3647 Eh. The calculation puts the LUMO energy at 0.0288 hartree. Its highest occupied orbital energy is -9.141 eV. The SMILES is CCN.CCS.

Element x y z (Å)
C 1.030 -1.694 0.013
C 0.939 -1.382 1.527
S 0.986 0.396 1.977
H 2.044 -1.404 -0.248
H 0.450 -0.954 -0.539
H 0.594 -2.675 -0.147
H 1.805 -1.831 2.004
H 0.051 -1.734 2.029
C -0.603 1.210 -2.793
C -1.064 1.115 -1.355
N -2.033 0.027 -1.169
H -1.420 1.300 -3.507
H 0.166 1.936 -3.036
H -0.122 0.271 -3.077
H -0.191 0.960 -0.722
H -1.456 2.099 -1.066
H -0.320 0.676 1.895
H -2.938 0.442 -0.961
H -1.870 -0.403 -0.260



x | ORCA calculation (wB97M-V/def2-TZVPD) on a 2-piece molecular cluster, C4H13NS overall.

Its total charge is 0. The HOMO-LUMO gap is 0.3449 Eh. The calculation puts the LUMO energy at 0.0352 hartree. Its highest occupied orbital energy is -8.428 eV. The SMILES is CCN.CSC.

Element x y z (Å)
C -1.210 2.295 -2.214
S -0.875 0.888 -3.300
C -0.478 -0.396 -2.022
H -1.707 1.984 -1.233
H -0.314 2.868 -1.929
H -1.996 2.908 -2.664
H -1.287 -0.470 -1.287
H 0.410 0.018 -1.502
H -0.447 -1.336 -2.587
C 0.135 0.076 2.089
C 0.572 -1.312 1.678
N 2.040 -1.412 1.416
H 0.570 0.433 3.031
H -0.949 0.087 2.215
H 0.351 0.878 1.400
H 0.051 -1.856 0.866
H 0.448 -1.965 2.533
H 2.509 -1.291 2.310
H 2.177 -2.396 1.200



Name the least stable of them. x.



w | ORCA calculation (wB97M-V/def2-TZVPD) on a 2-piece molecular cluster, C4H13NS overall.

Its total charge is 0. The HOMO-LUMO gap is 0.3450 Eh. The calculation puts the LUMO energy at 0.0312 hartree. Its highest occupied orbital energy is -8.538 eV. The SMILES is CCS.CNC.

Element x y z (Å)
C -2.619 -2.436 -0.633
C -1.591 -2.030 -1.685
S -0.775 -0.383 -1.195
H -2.636 -3.526 -0.525
H -2.315 -2.021 0.328
H -3.640 -2.083 -0.781
H -0.781 -2.751 -1.777
H -2.031 -1.739 -2.622
C 0.979 2.452 1.879
N 1.334 1.977 0.537
C 2.461 1.066 0.509
H -0.024 2.871 1.730
H 1.579 3.339 2.106
H 0.935 1.706 2.666
H 0.260 -0.554 -2.048
H 0.519 1.572 0.099
H 3.387 1.594 0.761
H 2.327 0.203 1.179
H 2.631 0.743 -0.527



x | ORCA calculation (wB97M-V/def2-TZVPD) on a 2-piece molecular cluster, C4H13NS overall.

Its total charge is 0. The HOMO-LUMO gap is 0.3431 Eh. The calculation puts the LUMO energy at 0.0344 hartree. Its highest occupied orbital energy is -8.400 eV. The SMILES is CCN.CSC.

Element x y z (Å)
C -1.364 -1.788 -0.626
S -0.565 -0.948 -2.066
C 1.054 -1.788 -1.933
H -2.440 -1.722 -0.656
H -0.826 -1.478 0.268
H -1.056 -2.832 -0.734
H 1.552 -1.914 -2.897
H 1.651 -1.153 -1.290
H 0.959 -2.828 -1.620
C 1.110 1.999 0.809
C -0.394 1.790 0.808
N -0.828 1.265 2.080
H 1.601 1.047 0.590
H 1.524 2.736 0.128
H 1.401 2.262 1.831
H -0.950 2.692 0.542
H -0.633 1.090 -0.003
H -0.133 0.867 2.688
H -1.663 0.703 2.081



Name the least stable of them. w.



w | ORCA calculation (wB97M-V/def2-TZVPD) on one molecule with the formula C22H26N2O3S.

Its total charge is 0. The HOMO-LUMO gap is 0.3006 Eh. The calculation puts the LUMO energy at 0.0158 hartree. Its highest occupied orbital energy is -7.748 eV. The SMILES is COc1cc(C(=S)N2CCC(Cc3ccccc3)CC2)ccc1OCC(N)=O.

Element x y z (Å)
C -1.449 4.360 -3.071
H -2.462 3.950 -3.136
O -0.506 3.511 -3.674
C -0.392 2.235 -3.208
C -1.073 1.724 -2.119
C -0.889 0.396 -1.722
C -0.009 -0.408 -2.427
C 0.698 0.099 -3.506
C 0.509 1.408 -3.914
O 1.132 2.001 -4.977
C 1.945 1.201 -5.801
H 2.153 1.813 -6.685
H 1.434 0.288 -6.126
C 3.290 0.830 -5.163
O 3.910 -0.160 -5.472
N 3.708 1.731 -4.253
H 4.586 1.596 -3.782
H 3.147 2.540 -4.046
H 1.393 -0.542 -4.023
H 0.125 -1.437 -2.131
C -1.693 -0.169 -0.627
N -1.772 0.493 0.537
C -2.587 -0.001 1.623
C -1.738 -0.850 2.581
C -0.286 -0.351 2.584
C -0.282 1.163 2.365
H 0.727 1.563 2.471
H -0.907 1.635 3.125
C -0.804 1.486 0.955
H -1.267 2.482 0.950
H 0.022 1.490 0.241
C 0.432 -0.731 3.886
C 0.428 -2.219 4.095
C -0.399 -2.809 5.041
C -0.417 -4.183 5.208
C 0.393 -4.987 4.426
C 1.225 -4.409 3.481
C 1.241 -3.036 3.319
H 1.896 -2.591 2.583
H 1.862 -5.031 2.869
H 0.379 -6.059 4.553
H -1.066 -4.626 5.949
H -1.033 -2.187 5.659
H 1.463 -0.372 3.837
H -0.060 -0.236 4.726
H 0.247 -0.818 1.749
H -1.763 -1.895 2.273
H -2.162 -0.786 3.584
H -3.004 0.867 2.140
H -3.404 -0.590 1.205
S -2.531 -1.562 -0.920
H -1.784 2.332 -1.584
H -1.403 5.294 -3.630
H -1.203 4.556 -2.021



x | ORCA calculation (wB97M-V/def2-TZVPD) on one molecule with the formula C22H26N2O3S.

Its total charge is 0. The HOMO-LUMO gap is 0.3307 Eh. The calculation puts the LUMO energy at 0.0236 hartree. Its highest occupied orbital energy is -8.359 eV. The SMILES is O=C(N[C@H]1CCC(=O)N(CCSc2ccccc2)CC1)OCc1ccccc1.

Element x y z (Å)
O 1.549 -0.837 -3.146
C 0.923 -1.210 -2.184
N -0.254 -0.698 -1.770
H -0.672 -1.098 -0.945
C -0.890 0.425 -2.436
C -2.343 0.546 -1.970
H -2.830 1.308 -2.581
C -2.550 0.876 -0.477
C -1.331 0.640 0.396
O -1.313 -0.219 1.263
N -0.269 1.443 0.167
C -0.255 2.397 -0.915
H 0.559 3.104 -0.740
C -0.073 1.720 -2.276
H -0.365 2.421 -3.059
H 0.973 1.460 -2.437
H -1.187 2.968 -0.902
C 0.945 1.195 0.919
C 0.837 1.684 2.360
H 0.061 1.135 2.886
H 1.788 1.555 2.874
S 0.470 3.471 2.448
C -1.281 3.522 2.141
C -1.757 4.513 1.290
C -3.114 4.613 1.038
C -3.998 3.723 1.626
C -3.520 2.749 2.487
C -2.168 2.652 2.757
H -1.816 1.900 3.447
H -4.205 2.062 2.962
H -5.056 3.794 1.422
H -3.479 5.384 0.375
H -1.059 5.201 0.838
H 1.775 1.689 0.413
H 1.132 0.114 0.944
H -3.345 0.249 -0.072
H -2.863 1.914 -0.350
H -2.829 -0.406 -2.190
H -0.890 0.188 -3.510
O 1.305 -2.210 -1.358
C 2.521 -2.869 -1.698
C 2.564 -4.234 -1.069
C 3.273 -5.258 -1.683
C 3.342 -6.509 -1.096
C 2.696 -6.750 0.105
C 1.984 -5.733 0.718
C 1.922 -4.479 0.137
H 1.366 -3.684 0.610
H 1.477 -5.916 1.654
H 2.746 -7.728 0.560
H 3.896 -7.300 -1.581
H 3.774 -5.073 -2.623
H 2.602 -2.933 -2.790
H 3.364 -2.261 -1.337



Name the least stable of them. w.



w | ORCA calculation (wB97M-V/def2-TZVPD) on one molecule with the formula CH6N4.

Its total charge is 0. The HOMO-LUMO gap is 0.3294 Eh. The calculation puts the LUMO energy at 0.0420 hartree. Its highest occupied orbital energy is -7.821 eV. The SMILES is N/N=C/NN.

Element x y z (Å)
C -0.128 0.634 -0.101
H 2.664 -0.776 -0.294
H 1.508 -1.314 0.781
H 1.684 1.105 0.552
H -0.502 1.705 -0.049
H -2.539 0.739 -0.116
H -2.591 -1.028 -0.551
N 1.686 -0.804 -0.115
N 1.248 0.520 -0.107
N -0.840 -0.442 -0.086
N -2.190 -0.339 0.085



x | ORCA calculation (wB97M-V/def2-TZVPD) on one molecule with the formula CH6N4.

Its total charge is 0. The HOMO-LUMO gap is 0.3564 Eh. The calculation puts the LUMO energy at 0.0364 hartree. Its highest occupied orbital energy is -8.708 eV. The SMILES is N/N=C\NN.

Element x y z (Å)
C 0.105 0.682 0.252
H -2.250 0.935 -0.533
H -2.848 -0.418 0.644
H -0.560 -1.367 -0.206
H -0.254 1.630 -0.011
H 2.797 -0.522 -0.672
H 1.811 -1.124 0.861
N -2.188 -0.050 -0.318
N -0.840 -0.503 0.298
N 1.449 0.733 0.010
N 1.675 -0.642 -0.217



y | ORCA calculation (wB97M-V/def2-TZVPD) on one molecule with the formula CH6N4.

Its total charge is 0. The HOMO-LUMO gap is 0.3386 Eh. The calculation puts the LUMO energy at 0.0429 hartree. Its highest occupied orbital energy is -8.045 eV. The SMILES is N/N=C/NN.

Element x y z (Å)
C -0.103 0.675 0.042
H 2.762 -0.725 -0.257
H 1.455 -1.223 0.793
H 1.847 1.219 0.560
H -0.476 1.674 0.080
H -2.502 0.607 -0.539
H -2.633 -1.030 -0.331
N 1.729 -0.741 -0.112
N 1.324 0.621 -0.112
N -0.838 -0.362 0.102
N -2.191 -0.172 0.042



Name the least stable of them. x.